1.
Molecular formula: C2H8NOPS
Method: DFT, the ωB97M-V functional and the def2-TZVPD basis

Geometry as XYZ:
```
14
Properties=species:S:1:pos:R:3:forces:R:3:nbo_charge:R:1
C 0.3303 1.2626 -0.7381 1.13 1.65 -2.83 -0.73
C 0.1683 0.1967 0.2692 -0.73 -0.09 0.32 -0.37
N 2.0821 -1.5116 0.5086 -0.49 -0.81 -0.10 -1.02
O 0.4296 -1.8104 -1.4755 -0.43 0.45 1.81 -0.96
P -3.1198 -0.6986 0.2256 0.04 0.39 -0.24 0.06
S 0.3487 -1.5101 0.0031 1.95 -0.38 -2.20 1.37
H 0.7737 0.8989 -1.8032 -1.42 0.26 2.53 0.26
H 1.1038 2.0566 -0.4866 -0.79 -0.96 0.34 0.24
H -0.5968 1.9108 -0.9730 1.13 -1.33 0.46 0.25
H 0.1251 0.2895 1.3624 -0.10 0.73 -0.44 0.21
H 2.4178 -0.6284 0.8143 -0.31 1.19 1.01 0.36
H 2.6512 -1.5820 -0.3199 -0.24 -0.79 -0.91 0.38
H -3.0451 -0.9499 -1.2222 -0.25 0.73 0.92 -0.02
H -3.7250 0.6522 0.3073 0.50 -1.04 -0.66 -0.04
```
Forces are in eV/Å.

F_max: 3.462 eV Å⁻¹
HOMO level (alpha / beta): -8.80 / -9.02 eV
LUMO energy (alpha / beta): -1.340 / -0.870 eV
Net charge: 0
Energy relative to the best compared isomer or geometry (same formula, charge and spin): 175.4 kcal per mole


2.
Molecular formula: C5H12O
Method: DFT, the ωB97M-V functional and the def2-TZVPD basis

Geometry as XYZ:
```
18
Properties=species:S:1:pos:R:3:forces:R:3:nbo_charge:R:1
C -2.2112 -0.0131 -1.3448 -0.06 -0.07 0.00 -0.60
C -1.0641 0.9943 -1.1891 0.04 0.06 -0.05 -0.46
C -0.0942 0.6320 -0.1158 -0.39 0.12 0.24 0.05
O 1.1089 0.2990 -0.4806 0.10 0.02 -0.44 -0.34
C 2.0863 -0.1178 0.2854 0.31 -0.01 0.31 0.04
C 1.9492 0.0075 1.7514 0.00 -0.03 0.05 -0.70
H -2.9192 0.3119 -2.1152 0.10 -0.04 0.10 0.21
H -2.7642 -0.1259 -0.4057 0.08 0.02 -0.12 0.20
H -1.8227 -0.9980 -1.6235 -0.06 0.13 0.03 0.21
H -1.4887 1.9891 -0.9901 0.06 -0.14 -0.01 0.21
H -0.5092 1.0742 -2.1308 -0.07 0.00 0.12 0.22
H -0.3370 0.6339 0.9410 0.02 0.00 -0.13 0.17
H -0.0153 -1.9628 0.2368 0.09 -0.03 0.01 -0.03
H 3.0192 -0.2305 -0.2489 -0.13 0.00 0.09 0.18
H 0.7324 -2.0561 0.2069 -0.11 -0.03 0.00 -0.01
H 2.8789 -0.2747 2.2507 -0.13 0.04 -0.09 0.23
H 1.1377 -0.6237 2.1494 0.11 0.08 -0.07 0.22
H 1.6953 1.0468 2.0380 0.03 -0.12 -0.05 0.21
```
Forces are in eV/Å.

F_max: 0.475 eV Å⁻¹
HOMO level (alpha / beta): -6.91 / -6.85 eV
LUMO energy (alpha / beta): 1.195 / 1.213 eV
Net charge: 0
Energy relative to the best compared isomer or geometry (same formula, charge and spin): 96.2 kcal per mole


3.
Molecular formula: C2H3NO2
Method: DFT, the ωB97M-V functional and the def2-TZVPD basis

Geometry as XYZ:
```
8
Properties=species:S:1:pos:R:3:forces:R:3:nbo_charge:R:1
C -0.2012 0.1999 -0.2439 2.72 -0.31 1.73 0.37
C 3.2960 -0.0456 0.0024 -2.34 0.41 -0.88 0.73
N 2.1187 -0.0741 -0.0275 -3.40 -0.21 0.47 -0.91
O -0.4729 -1.0558 -0.0709 -0.01 1.81 -0.08 -0.56
O 4.4408 -0.0072 -0.1078 4.07 -0.03 0.24 -0.61
H -0.3225 0.6005 -1.2226 -0.30 -0.05 -0.74 0.20
H -0.1489 -1.3200 0.8058 0.05 -0.18 0.10 0.53
H 0.1164 0.9334 0.5664 -0.80 -1.44 -0.84 0.24
```
Forces are in eV/Å.

F_max: 4.076 eV Å⁻¹
HOMO level (alpha / beta): -8.57 / -8.57 eV
LUMO energy (alpha / beta): -1.433 / -1.434 eV
Net charge: 0
Energy relative to the best compared isomer or geometry (same formula, charge and spin): 75.1 kcal per mole


4.
Molecular formula: C8H29Ba3O9
Method: DFT, the ωB97M-V functional and the def2-TZVPD basis

Geometry as XYZ:
```
49
Properties=species:S:1:pos:R:3:forces:R:3:nbo_charge:R:1
Ba 3.6871 -2.9089 4.7704 -0.78 0.23 -0.55 1.20
Ba 5.9545 -4.8172 -0.2290 -0.57 0.91 -1.05 1.66
Ba 4.6252 1.2605 -0.1082 -0.73 -0.33 -0.76 1.84
O 5.5103 -1.8368 -2.7453 0.18 -0.91 1.21 -1.34
H 5.8503 -2.4144 -3.4562 -0.16 0.58 0.41 0.43
O 1.6052 -3.3903 0.7934 -0.53 1.87 -0.69 -0.62
C 0.8664 -2.3565 0.2410 1.96 -3.01 0.97 -0.08
C 0.2570 -1.3345 1.3175 0.91 3.09 2.52 -0.09
O 1.1660 -0.5826 2.1086 -0.82 -2.00 -1.75 -0.73
H -0.0133 -2.8357 -0.1886 -0.59 0.36 -0.03 0.22
H 1.4064 -1.7783 -0.5088 0.23 0.30 -0.05 0.14
H -0.5162 -1.8100 1.9209 0.41 -0.77 0.23 0.17
H -0.2986 -0.6165 0.7143 0.11 0.05 -0.72 0.19
C 0.6848 3.0943 -3.7604 -1.38 0.18 -0.25 -0.26
O 1.8184 2.2959 -3.4897 0.72 0.05 0.80 -0.77
H 0.5383 3.8830 -3.0225 0.74 0.00 0.11 0.18
H 0.6763 3.5553 -4.7481 0.41 -0.03 -0.04 0.19
H -0.2534 2.5447 -3.6830 0.04 -0.45 -0.09 0.17
H 1.8510 1.5092 -4.0391 -0.33 0.13 -0.33 0.49
C -2.9739 -5.9709 2.2942 -1.04 -0.40 1.18 -0.25
O -1.9834 -6.3470 1.4251 2.06 0.10 -1.09 -0.71
H -3.8344 -5.6764 1.6934 -0.49 0.09 0.66 0.17
H -3.1415 -6.8361 2.9356 -0.69 -0.02 -0.17 0.19
H -2.6493 -5.2030 2.9964 -0.12 0.48 -0.10 0.14
H -1.5944 -5.5171 1.1397 0.31 -0.24 -0.48 0.45
C 4.4463 -0.7266 -7.2374 -0.70 0.93 -0.12 -0.26
O 3.6590 -1.2339 -6.1593 0.55 0.18 0.42 -0.73
H 4.4128 -1.4566 -8.0461 0.58 0.23 -0.01 0.19
H 4.0255 0.2238 -7.5657 -0.54 -0.14 -0.42 0.17
H 5.4147 -0.3572 -6.8997 0.47 -0.90 -0.14 0.17
H 4.2753 -1.2301 -5.4232 -0.35 -0.28 0.40 0.46
C -3.3997 0.1469 5.8635 -0.78 0.88 0.23 -0.26
O -2.6057 1.1823 5.3118 0.43 0.05 -0.25 -0.71
H -4.2306 0.6696 6.3372 0.04 -0.09 0.20 0.20
H -3.8782 -0.4542 5.0903 0.36 -0.46 0.04 0.17
H -2.8652 -0.3917 6.6461 -0.04 -0.40 -0.21 0.16
H -1.9050 0.7847 4.7897 0.00 0.02 -0.04 0.45
C -5.1175 2.6373 0.4488 -0.25 0.01 -0.32 -0.24
O -6.0514 3.6038 0.8936 0.16 0.00 0.03 -0.71
H -5.5668 1.9082 -0.2255 -0.34 -0.25 0.13 0.16
H -4.3178 3.0660 -0.1552 0.36 0.24 0.33 0.15
H -4.7385 2.1271 1.3344 0.15 0.04 -0.14 0.17
H -6.1056 4.3173 0.2536 -0.08 -0.04 -0.04 0.47
C 0.7066 5.2301 1.6726 -0.64 -0.25 -0.72 -0.25
O 1.7849 4.3489 1.7883 1.81 -1.75 -0.22 -0.76
H 0.5601 5.6359 2.6736 -0.53 0.77 -0.55 0.19
H 0.9481 5.8696 0.8236 0.04 0.80 0.73 0.19
H -0.1454 4.6733 1.2826 -0.49 0.11 0.50 0.17
H 1.4552 3.5147 2.1304 -0.10 0.08 0.21 0.46
```
Forces are in eV/Å.

F_max: 4.087 eV Å⁻¹
HOMO level: -13.73 eV
LUMO energy: -10.428 eV
Net charge: +3